1.
Computed, not measured: C26H22BrCsF6N8O2PS2Se2Te as an isolated structure, with ωB97M-V/def2-TZVPD.

## Properties
Total charge ... -2
Multiplicity ... 2
Gap between HOMO and LUMO (alpha / beta) ... 0.1989 / 0.2321 Eh
<S²> ... 0.7556
HOMO (alpha / beta) ... -0.06771 / -0.10095 Eh

Element x y z (Å)
Cs: -1.26 -0.33 -0.63
Br: 2.34 -0.10 -2.57
C: 1.12 1.05 -3.48
C: 1.33 1.33 -4.82
C: 0.40 2.17 -5.42
C: -0.65 2.68 -4.68
C: -0.77 2.32 -3.34
N: 0.12 1.50 -2.76
C: -1.95 2.85 -2.48
O: -2.70 3.64 -3.07
O: -2.00 2.42 -1.31
H: 2.16 0.91 -5.35
H: 0.51 2.43 -6.47
H: -1.40 3.34 -5.09
Se: 1.47 3.65 3.94
Se: 3.37 1.57 4.73
C: 2.71 -0.06 3.98
C: 3.63 -1.11 3.79
C: 3.19 -2.33 3.33
C: 1.83 -2.49 3.04
C: 1.01 -1.39 3.21
N: 1.42 -0.20 3.67
C: 1.85 3.51 2.08
C: 3.16 3.58 1.60
C: 3.38 3.47 0.24
C: 2.30 3.29 -0.62
C: 1.04 3.23 -0.06
N: 0.81 3.33 1.25
H: 4.67 -0.94 4.01
H: 3.88 -3.15 3.19
H: 1.43 -3.42 2.68
H: -0.05 -1.46 2.97
H: 3.97 3.70 2.30
H: 4.39 3.50 -0.15
H: 2.43 3.18 -1.69
H: 0.15 3.05 -0.67
C: -2.25 3.87 2.72
C: -2.87 2.54 2.89
N: -4.11 2.31 3.22
N: -4.22 0.95 3.17
C: -3.09 0.32 2.79
S: -2.86 -1.32 2.56
N: -2.21 1.36 2.64
N: -0.89 1.19 2.23
H: -2.95 4.63 3.05
H: -2.00 4.03 1.67
H: -1.31 3.93 3.28
H: -5.09 0.49 3.35
H: -0.30 0.95 3.03
H: -0.54 2.09 1.87
Te: 1.48 -4.17 -0.62
C: 0.13 -4.88 0.84
C: -1.12 -4.28 0.96
C: -1.99 -4.71 1.95
C: -1.62 -5.72 2.82
C: -0.38 -6.32 2.70
C: 0.50 -5.91 1.70
H: -1.43 -3.49 0.30
H: -2.96 -4.23 2.05
H: -2.30 -6.04 3.61
H: -0.08 -7.11 3.38
H: 1.47 -6.38 1.61
F: -0.42 -2.82 -2.19
P: -1.58 -3.66 -3.04
F: -1.81 -2.35 -3.95
F: -2.68 -3.10 -1.98
F: -2.71 -4.48 -3.83
F: -0.43 -4.18 -4.04
F: -1.30 -4.92 -2.06
S: 5.46 -5.57 1.63
C: 4.09 -5.08 0.97
N: 3.06 -4.73 0.52

=====

2.
Computed, not measured: C26H22CdN4O8P2SSe as an isolated structure, with ωB97M-V/def2-TZVPD.

## Properties
Gap between HOMO and LUMO ... 0.2793 Eh
HOMO ... -0.32936 Eh

Element x y z (Å)
Cd: 0.72 1.86 -1.02
Se: 6.90 1.85 3.89
N: 6.76 1.89 2.12
C: 5.49 1.78 1.83
C: 4.97 1.78 0.47
C: 5.80 1.93 -0.64
C: 5.25 1.95 -1.90
C: 3.87 1.81 -2.02
N: 3.07 1.66 -0.97
C: 3.60 1.65 0.26
C: 2.68 1.51 1.41
N: 1.37 1.38 1.16
C: 0.50 1.32 2.16
C: 0.90 1.35 3.49
C: 2.24 1.45 3.77
C: 3.16 1.53 2.72
C: 4.59 1.66 2.95
N: 5.14 1.67 4.13
H: 6.87 2.04 -0.49
H: 5.85 2.07 -2.79
H: 3.39 1.83 -2.99
H: -0.54 1.26 1.88
H: 0.16 1.30 4.28
H: 2.61 1.48 4.79
O: -2.19 4.19 -1.92
P: -2.03 3.11 -0.76
O: -3.27 2.95 0.00
O: -1.40 1.84 -1.35
O: -0.84 3.73 0.19
P: 0.38 4.72 -0.27
O: 1.38 4.48 0.98
O: -0.03 6.13 -0.37
O: 1.01 4.01 -1.46
H: -1.36 4.44 -2.35
H: 1.34 5.26 1.56
O: 0.70 -0.42 -1.57
S: -0.50 -1.09 -0.92
C: -1.76 -1.21 -2.22
C: -3.13 -1.47 -1.66
C: -3.81 -2.65 -1.95
C: -5.07 -2.88 -1.42
C: -5.66 -1.93 -0.59
C: -4.99 -0.75 -0.31
C: -3.73 -0.52 -0.84
C: 0.05 -2.81 -0.77
C: -1.03 -3.74 -0.32
C: -1.74 -3.50 0.86
C: -2.75 -4.36 1.26
C: -3.06 -5.47 0.49
C: -2.35 -5.73 -0.67
C: -1.35 -4.86 -1.08
H: -1.45 -1.97 -2.95
H: -1.70 -0.22 -2.67
H: -3.35 -3.39 -2.59
H: -5.59 -3.80 -1.66
H: -6.65 -2.11 -0.18
H: -5.45 0.01 0.31
H: -3.23 0.43 -0.64
H: 0.87 -2.75 -0.05
H: 0.47 -3.08 -1.74
H: -1.50 -2.63 1.46
H: -3.30 -4.15 2.16
H: -3.85 -6.14 0.80
H: -2.59 -6.60 -1.27
H: -0.80 -5.06 -1.99

=====

3.
Computed, not measured: C26H22Cl2F5FeNO3P2Te as an isolated structure, with ωB97M-V/def2-TZVPD.

## Properties
Total charge ... +1
Multiplicity ... 6
Gap between HOMO and LUMO (alpha / beta) ... 0.2326 / 0.2498 Eh
<S²> ... 9.1405
HOMO (alpha / beta) ... -0.43667 / -0.45123 Eh

Element x y z (Å)
Fe: -0.83 -2.37 -1.56
N: 0.14 -0.34 0.86
P: -1.31 -0.48 0.01
C: -2.63 -0.66 1.18
C: -3.91 -0.72 0.62
C: -5.01 -0.83 1.44
C: -4.85 -0.87 2.82
C: -3.58 -0.80 3.38
C: -2.47 -0.70 2.56
C: -1.56 1.05 -0.89
C: -1.43 2.25 -0.19
C: -1.67 3.45 -0.84
C: -2.06 3.45 -2.17
C: -2.22 2.26 -2.85
C: -1.97 1.06 -2.22
P: 1.64 -0.04 0.16
C: 1.85 1.71 -0.12
C: 1.95 2.18 -1.43
C: 2.10 3.54 -1.64
C: 2.14 4.41 -0.57
C: 2.04 3.94 0.74
C: 1.90 2.58 0.97
C: 2.88 -0.71 1.22
C: 2.70 -1.89 1.94
C: 3.73 -2.38 2.72
C: 4.95 -1.72 2.75
C: 5.15 -0.56 2.00
C: 4.12 -0.05 1.23
H: 0.19 -1.08 1.57
H: -4.04 -0.69 -0.46
H: -6.00 -0.89 1.00
H: -5.72 -0.95 3.46
H: -3.46 -0.82 4.45
H: -1.48 -0.66 3.02
H: -1.14 2.25 0.86
H: -1.55 4.38 -0.30
H: -2.25 4.40 -2.67
H: -2.54 2.26 -3.89
H: -2.10 0.13 -2.76
H: 1.89 1.49 -2.27
H: 2.17 3.92 -2.66
H: 2.25 5.47 -0.74
H: 2.08 4.63 1.57
H: 1.83 2.20 1.98
H: 1.77 -2.45 1.90
H: 3.58 -3.29 3.28
H: 5.76 -2.11 3.35
H: 6.11 -0.06 2.02
H: 4.27 0.85 0.65
F: -0.71 -2.84 1.90
Te: -0.60 -4.35 0.75
F: 0.76 -4.79 2.01
F: 0.64 -2.85 -0.15
F: -2.03 -4.94 1.83
F: -0.26 -3.89 -2.32
O: -1.95 -3.05 -0.39
Cl: 0.90 -2.87 -5.10
C: -0.14 -1.55 -4.64
Cl: -1.77 -2.14 -4.10
C: 0.52 -0.70 -3.55
O: 1.21 0.23 -3.91
O: 0.32 -1.03 -2.30
H: -0.34 -0.93 -5.50

=====

4.
Computed, not measured: C26H22ClF6N5O6S2Sn as an isolated structure, with ωB97M-V/def2-TZVPD.

## Properties
Total charge ... +2
Gap between HOMO and LUMO ... 0.2699 Eh
HOMO ... -0.54150 Eh

Element x y z (Å)
Sn: 1.77 0.76 0.05
F: -3.75 -1.38 -0.59
C: -2.76 -1.89 -1.33
F: -2.33 -0.95 -2.18
F: -3.20 -2.92 -2.01
S: -1.39 -2.36 -0.19
O: -1.06 -1.16 0.53
O: -1.87 -3.50 0.53
N: -0.26 -2.76 -1.25
S: 1.12 -2.08 -1.16
O: 1.90 -2.32 0.02
O: 1.13 -0.63 -1.53
C: 1.96 -2.87 -2.61
F: 2.08 -4.16 -2.40
F: 3.17 -2.32 -2.69
F: 1.29 -2.63 -3.71
C: 5.69 -1.61 -0.55
C: 6.21 -1.09 -1.72
C: 5.58 -0.01 -2.33
C: 4.43 0.50 -1.76
N: 3.90 -0.04 -0.65
C: 4.52 -1.06 -0.06
C: 3.75 1.71 -2.26
C: 4.24 2.49 -3.30
C: 3.61 3.67 -3.62
C: 2.51 4.08 -2.89
C: 2.05 3.26 -1.89
N: 2.64 2.09 -1.59
H: 6.16 -2.43 -0.04
H: 7.12 -1.50 -2.15
H: 6.00 0.41 -3.23
H: 4.05 -1.46 0.83
H: 5.12 2.18 -3.84
H: 3.99 4.29 -4.43
H: 2.01 5.02 -3.09
H: 1.19 3.52 -1.29
O: -5.86 1.75 3.01
C: -5.39 2.99 2.59
N: -4.55 2.89 1.40
C: -3.37 2.25 1.46
O: -2.93 1.78 2.50
C: -2.57 2.12 0.19
C: -3.07 2.24 -1.10
C: -2.22 2.04 -2.18
C: -0.90 1.73 -1.94
N: -0.41 1.63 -0.70
C: -1.23 1.82 0.33
H: -5.17 1.33 3.53
H: -4.81 3.48 3.37
H: -6.24 3.61 2.33
H: -4.90 3.24 0.52
H: -4.12 2.45 -1.29
H: -2.59 2.11 -3.20
H: -0.21 1.52 -2.75
H: -0.81 1.71 1.33
Cl: -4.14 -4.57 2.91
C: -2.88 -3.52 3.27
C: -1.62 -4.07 3.60
C: -0.59 -3.23 3.87
C: -0.79 -1.80 3.83
C: 0.22 -0.96 4.16
C: -2.09 -1.29 3.48
C: -3.11 -2.13 3.21
H: -1.50 -5.15 3.62
H: 0.38 -3.62 4.13
H: 1.20 -1.34 4.43
H: 0.06 0.11 4.18
H: -2.23 -0.21 3.40
H: -4.09 -1.77 2.93

=====

5.
Computed, not measured: C26H22ClN3O7V as an isolated structure in a non-equilibrium geometry, with ωB97M-V/def2-TZVPD.

## Properties
Total charge ... -1
Gap between HOMO and LUMO (alpha / beta) ... 0.2368 / 0.2370 Eh
HOMO (alpha / beta) ... -0.15360 / -0.15377 Eh

Element x y z (Å)
V: 0.55 -0.13 0.66
C: 1.70 -5.22 -6.22
O: 1.78 -5.48 -4.83
C: 2.90 -5.03 -4.18
C: 3.99 -4.45 -4.82
C: 5.08 -4.04 -4.05
C: 5.07 -4.16 -2.68
C: 3.98 -4.77 -2.05
C: 2.91 -5.21 -2.80
N: 6.27 -3.76 -1.97
N: 6.24 -3.14 -0.89
C: 5.02 -2.65 -0.32
C: 4.82 -2.94 1.01
C: 3.64 -2.61 1.70
C: 2.64 -1.91 1.05
O: 1.46 -1.63 1.55
C: 2.91 -1.49 -0.30
N: 1.97 -0.67 -0.80
C: 2.12 -0.15 -1.99
C: 3.26 -0.43 -2.77
C: 4.23 -1.25 -2.28
C: 4.08 -1.83 -1.00
H: 0.73 -5.59 -6.53
H: 2.48 -5.75 -6.77
H: 1.77 -4.15 -6.43
H: 4.01 -4.32 -5.89
H: 5.95 -3.60 -4.53
H: 3.97 -4.90 -0.98
H: 2.06 -5.68 -2.33
H: 5.60 -3.49 1.52
H: 3.50 -2.90 2.73
H: 1.36 0.55 -2.32
H: 3.37 0.05 -3.73
H: 5.13 -1.43 -2.85
Cl: -7.18 -2.06 3.46
C: -5.56 -1.73 2.91
C: -4.84 -0.70 3.49
C: -3.56 -0.45 3.05
C: -3.00 -1.21 2.02
C: -3.74 -2.23 1.45
C: -5.03 -2.50 1.89
C: -1.62 -0.92 1.53
O: -1.16 -1.54 0.55
O: -0.93 -0.03 2.12
H: -5.29 -0.12 4.29
H: -2.96 0.35 3.48
H: -3.29 -2.81 0.65
H: -5.62 -3.30 1.45
C: -1.28 0.54 -1.62
O: -0.31 0.81 -0.68
H: -0.91 0.72 -2.65
H: -2.16 1.19 -1.49
H: -1.63 -0.50 -1.58
C: 0.93 2.14 3.05
C: 2.00 2.17 1.96
O: 2.82 3.07 1.93
O: 1.96 1.19 1.12
H: 1.08 2.96 3.76
H: 0.95 1.18 3.57
H: -0.06 2.23 2.59

=====

6.
Computed, not measured: C26H22F5N7ReSe as an isolated structure in a non-equilibrium geometry, with ωB97M-V/def2-TZVPD.

## Properties
Total charge ... +2
Multiplicity ... 2
Gap between HOMO and LUMO (alpha / beta) ... 0.2282 / 0.2119 Eh
<S²> ... 1.1544
HOMO (alpha / beta) ... -0.50254 / -0.50528 Eh

Element x y z (Å)
Re: -0.03 0.47 -0.10
C: 5.83 -3.11 2.34
C: 4.64 -2.55 1.62
C: 4.13 -3.16 0.47
C: 3.04 -2.65 -0.17
C: 2.38 -1.48 0.29
N: 1.34 -0.97 -0.41
C: 0.93 -1.56 -1.63
C: 1.72 -1.46 -2.77
C: 1.33 -2.07 -3.94
C: 0.15 -2.82 -4.01
C: -0.23 -3.51 -5.28
C: -0.66 -2.88 -2.88
C: -0.29 -2.24 -1.70
N: -1.14 -2.28 -0.56
C: -2.02 -3.24 -0.22
C: -2.69 -2.82 0.91
C: -2.15 -1.57 1.21
N: -1.21 -1.25 0.32
C: 2.85 -0.90 1.50
C: 3.97 -1.44 2.12
N: 2.19 0.18 2.11
C: 2.60 0.88 3.20
C: 1.59 1.73 3.57
C: 0.58 1.52 2.64
N: 0.94 0.58 1.76
H: 6.37 -3.81 1.72
H: 5.50 -3.64 3.24
H: 6.50 -2.31 2.66
H: 4.60 -4.06 0.09
H: 2.66 -3.13 -1.06
H: 2.65 -0.90 -2.72
H: 1.94 -1.98 -4.83
H: 0.66 -3.88 -5.79
H: -0.73 -2.82 -5.96
H: -0.91 -4.35 -5.10
H: -1.61 -3.40 -2.93
H: -2.11 -4.16 -0.77
H: -3.45 -3.35 1.46
H: -2.38 -0.91 2.03
H: 4.33 -0.99 3.04
H: 3.57 0.76 3.63
H: 1.58 2.42 4.39
H: -0.38 2.00 2.56
F: -0.36 7.22 2.16
C: -0.01 6.15 1.48
C: 1.24 5.59 1.68
F: 2.08 6.12 2.55
C: 1.60 4.46 0.96
F: 2.81 3.92 1.15
C: 0.74 3.87 0.05
Se: 1.31 2.36 -0.96
C: -0.51 4.45 -0.11
F: -1.39 3.87 -0.96
C: -0.90 5.58 0.58
F: -2.10 6.10 0.39
N: -2.64 -0.01 -1.83
N: -1.65 0.98 -1.53
H: -3.21 0.29 -2.62
H: -3.25 -0.12 -1.04
H: -2.07 1.86 -1.22
H: -1.18 1.22 -2.40

=====

7.
Computed, not measured: C26H22Ge2N3O5RuS2 as an isolated structure in a non-equilibrium geometry, with ωB97M-V/def2-TZVPD.

## Properties
Multiplicity ... 2
Gap between HOMO and LUMO (alpha / beta) ... 0.2356 / 0.2247 Eh
<S²> ... 0.7686
HOMO (alpha / beta) ... -0.29928 / -0.29931 Eh

Element x y z (Å)
Ru: -1.73 -1.21 0.34
O: -3.26 2.12 5.23
C: -2.90 1.48 4.11
C: -2.48 2.15 2.96
C: -2.12 1.40 1.86
N: -2.18 0.08 1.86
C: -2.59 -0.58 2.95
C: -2.95 0.08 4.10
C: -2.61 -2.09 2.83
O: -2.98 -2.78 3.74
O: -2.26 -2.56 1.64
C: -1.65 2.03 0.58
O: -1.60 3.22 0.43
O: -1.35 1.15 -0.38
H: -3.19 3.07 5.12
H: -2.41 3.23 2.90
H: -3.28 -0.47 4.97
S: -3.10 -0.97 -1.43
C: -2.38 -2.29 -2.30
S: -1.40 -3.07 -1.13
C: -2.55 -2.58 -3.63
C: -3.41 -1.78 -4.43
N: -4.11 -1.13 -5.06
C: -1.82 -3.63 -4.22
N: -1.20 -4.50 -4.66
C: 1.88 -2.81 -1.59
Ge: 1.52 -1.93 0.12
C: 1.03 -3.13 1.59
C: 3.19 -1.02 0.65
Ge: 0.37 0.35 -0.42
C: 0.79 0.78 -2.28
C: 2.06 0.51 -2.80
C: 2.36 0.79 -4.13
C: 1.38 1.33 -4.96
C: 0.12 1.60 -4.45
C: -0.17 1.33 -3.12
C: 1.26 1.55 0.85
C: 1.94 2.69 0.44
C: 2.53 3.53 1.37
C: 2.45 3.24 2.72
C: 1.78 2.10 3.15
C: 1.20 1.26 2.21
H: 2.95 -3.02 -1.60
H: 1.65 -2.16 -2.43
H: 1.32 -3.73 -1.70
H: 1.24 -4.15 1.28
H: -0.01 -3.10 1.88
H: 1.66 -2.91 2.46
H: 3.92 -1.83 0.75
H: 3.12 -0.50 1.61
H: 3.57 -0.32 -0.09
H: 2.83 0.08 -2.18
H: 3.34 0.58 -4.52
H: 1.61 1.54 -5.99
H: -0.64 2.02 -5.09
H: -1.16 1.55 -2.74
H: 1.99 2.93 -0.62
H: 3.06 4.41 1.04
H: 2.92 3.89 3.44
H: 1.73 1.86 4.20
H: 0.71 0.35 2.55